Computed, not measured: a structure of composition C8H10HfO8P, with ωB97M-V/def2-TZVPD.

Results
E_HOMO: -21.30 eV
Total charge: +3
LUMO level: -16.004 eV
Maximum force: 11.57 eV Å⁻¹
Energy: -1300.7782 a.u.

The geometry in XYZ format:
```
28
Properties=species:S:1:pos:R:3:forces:R:3:mulliken_charge:R:1
O 1.208 1.479 -3.873 -0.3 -3.3 4.9 -0.0029
C 1.090 0.879 -2.885 0.9 3.2 -5.1 0.2463
Hf 0.236 0.318 -0.612 2.8 1.4 -2.7 0.4415
O -1.685 2.373 -2.578 4.1 -4.3 3.9 -0.0285
C -1.032 1.665 -1.907 -6.6 6.2 -4.6 0.3212
C -1.447 0.030 1.118 -1.3 -0.6 1.0 0.3477
O -2.173 -0.063 1.971 1.0 0.1 -1.2 0.0286
C 1.474 -0.924 0.486 3.6 -6.4 5.9 0.4601
O 1.969 -1.796 1.169 -2.3 4.8 -4.0 -0.1881
C -0.731 -1.478 -1.266 -3.7 -9.5 -4.2 0.4261
O -1.064 -2.481 -1.778 2.0 6.2 3.2 -0.0149
H 2.036 -0.637 -0.780 -0.8 0.2 0.2 0.2588
C 1.754 0.529 3.390 -0.1 -0.9 0.7 -0.5993
O 1.336 1.663 2.629 -1.4 -0.4 -2.6 -0.3082
P 0.487 1.819 1.246 3.0 8.2 7.6 0.8102
O -0.741 2.752 1.779 0.7 -3.7 -3.1 -0.2774
C -0.589 3.829 2.653 0.4 2.9 2.3 -0.6818
O 1.657 2.968 0.732 -2.8 -2.5 -1.2 -0.3290
C 1.246 3.871 -0.332 0.1 0.0 -0.6 -0.8220
H 2.640 0.070 2.909 -0.3 0.4 0.6 0.2971
H 0.912 -0.205 3.368 0.8 0.4 0.7 0.3439
H 1.979 0.960 4.411 -0.2 -0.9 -1.1 0.2735
H -0.560 3.539 3.715 -0.3 -0.5 -0.5 0.3038
H 0.352 4.391 2.533 -0.3 -0.3 -0.5 0.3487
H -1.443 4.530 2.538 0.5 -0.7 -0.2 0.2930
H 0.182 4.026 -0.505 -0.4 -0.3 0.7 0.3716
H 1.648 4.826 -0.089 0.4 0.8 0.2 0.3444
H 1.662 3.560 -1.277 0.5 -0.1 -0.3 0.3355
```
Forces are in eV/Å.